No. 1
The following is a quantum chemistry calculation of a structure of composition C49H44AuBGeN6 in a non-equilibrium geometry, from the OMol25 dataset.

The geometry in XYZ format:
```
102
Properties=species:S:1:pos:R:3:lowdin_charge:R:1
C 0.9593 -0.9802 2.9659 -0.232
C 1.3219 3.5296 -0.2980 -0.246
C 2.3170 -2.1660 -2.7911 -0.040
H -3.1693 -3.4536 -5.3098 0.102
C -1.0584 -2.1592 3.9180 -0.023
C -4.2691 -1.2452 1.7771 -0.094
C -5.0044 -2.1536 2.6664 -0.073
H -3.1227 1.5610 1.7915 0.105
C -0.3458 -2.5809 1.6288 -0.013
H -0.8748 1.3244 0.2301 -0.024
C 4.3126 -3.2016 -4.4117 -0.083
H 1.7897 5.5610 0.5310 0.106
C 3.6425 -1.8363 -2.5240 -0.151
C 5.3830 -0.6528 -1.0612 0.026
H -5.8464 -1.7513 3.2160 0.100
Ge -2.6133 -0.3896 -0.3787 0.946
C -1.7230 4.8467 -2.0866 -0.092
C -3.2603 -1.6332 0.9903 -0.213
H 1.3842 -0.9330 5.1589 0.109
H -5.2196 4.8190 -0.0082 0.102
H 4.8310 4.0795 2.0513 0.080
H -1.8602 -5.0848 3.0649 0.143
H -2.6631 4.0319 -3.8360 0.100
N 3.2278 -0.3441 -0.5598 -0.013
C -1.9558 -3.1417 3.9181 -0.041
C -0.6868 4.7197 -1.1727 -0.033
H 4.4042 1.6033 2.1340 0.106
N 3.9985 0.3521 0.3302 0.039
C -3.9606 -1.2627 -2.8552 -0.108
H 6.4157 0.4725 1.8463 0.081
C 6.4187 0.7914 0.8039 -0.022
H -5.2485 -4.1007 3.4157 0.108
N 2.7347 2.4799 0.9460 0.019
C 4.6324 -2.3694 -3.3528 -0.035
C -3.5094 -3.9903 2.0302 -0.197
B 3.4652 1.2365 1.4936 -0.497
C -1.9282 -2.9721 -3.6267 -0.087
H -5.2021 3.6299 -2.1772 0.104
H 3.6151 3.8253 3.2989 0.063
C -2.8125 -1.3429 -2.0695 -0.272
H -3.0469 -3.4404 -0.0892 0.132
C 2.9881 -3.5206 -4.6687 -0.089
H -1.1423 -3.6530 -3.9217 0.086
C -3.6101 1.2922 -0.2927 -0.277
C 3.6228 0.9417 4.6296 -0.016
C 1.5987 -0.6010 4.1569 0.030
H -0.6123 5.4101 -0.3407 0.109
H 0.3536 -2.4656 0.8147 0.079
C -4.0876 -2.0087 -4.0180 -0.086
C 0.1199 2.7926 -2.3559 -0.057
C 3.7950 4.2842 2.3261 -0.020
C -0.9261 2.9100 -3.2588 -0.081
H 3.4491 0.6828 5.6726 0.082
N 2.5532 0.3970 2.4323 0.039
N 1.8168 2.3264 -0.0302 0.067
H 2.7316 -4.1692 -5.4968 0.101
C -0.7987 0.3257 -0.2234 -0.239
C -3.0702 -2.8652 -4.4064 -0.087
H 3.5664 2.0260 4.5369 0.065
C 4.0590 -0.9588 -1.4084 -0.216
H -0.8853 -2.2874 -1.8864 0.078
H -2.4427 5.6484 -1.9744 0.102
Au 1.0939 -0.1232 -0.2568 0.934
H 7.3653 0.4943 0.3561 0.081
H -4.1568 1.4293 -2.3712 0.087
H 5.1009 -3.5994 -5.0377 0.102
H -3.7515 -4.9752 1.6258 0.143
C -1.7961 -2.2094 -2.4739 -0.112
H -0.9512 -1.5263 4.7911 0.106
C 2.8415 3.7853 1.2928 -0.272
C -2.1332 -4.0696 2.7590 -0.187
H -4.7883 -0.6343 -2.5490 0.093
H -1.1269 -4.3829 0.8449 0.146
C 1.9974 -2.9976 -3.8535 -0.074
H 0.9608 -3.2343 -4.0436 0.075
C -4.1768 3.2498 1.0228 -0.082
H -2.5639 -3.3109 4.8000 0.114
H -4.1586 3.7731 1.9707 0.102
C -2.8671 -3.0910 0.9327 -0.192
C -0.1619 -1.9143 2.7736 -0.153
C -4.6769 -3.4385 2.7744 -0.058
H -1.0176 2.1963 -4.0682 0.104
C -3.5991 1.9950 0.9160 -0.132
H 3.6784 5.3610 2.4373 0.080
H 5.6719 -2.1298 -3.1725 0.099
H 4.6376 0.6413 4.3666 0.083
H -4.6224 -0.2199 1.7464 0.079
H 1.5202 -1.7736 -2.1746 0.037
C -4.7696 3.8375 -0.0873 -0.093
C -4.1824 1.9111 -1.4013 -0.105
C 1.9450 4.4946 0.5215 0.024
H 6.3580 1.8798 0.7903 0.082
H 0.8449 2.0014 -2.4651 0.088
H 6.2904 -0.9870 -1.5318 0.104
C -1.4640 -3.5485 1.4629 -0.184
C 0.2446 3.6906 -1.2952 -0.174
H -4.9875 -1.9281 -4.6146 0.103
C -1.8490 3.9388 -3.1280 -0.108
N 1.5532 -0.3691 1.9437 0.029
C -4.7649 3.1693 -1.3001 -0.097
C 2.6106 0.2581 3.7743 -0.261
C 5.3000 0.1712 0.0359 -0.266
```

Properties
F_max   1.030 eV/Å
Electronic energy   -4459.56341 Eh
Net charge   0
Frontier orbital gap (spin up / spin down)   6.548 / 6.909 eV
Energy relative to the best compared isomer or geometry (same formula, charge and spin)   4.658 eV
2S+1   1

***

No. 2
The following is a quantum chemistry calculation of a structure of composition C49H44BFNO11PSi2 in a non-equilibrium geometry, from the OMol25 dataset.

The geometry in XYZ format:
```
110
Properties=species:S:1:pos:R:3:lowdin_charge:R:1
H 3.1051 -2.9701 1.9852 0.078
O -6.5294 3.3551 6.4903 0.112
H 1.9352 -0.4215 8.3409 0.100
C 5.8601 -0.7845 -2.5832 -0.277
F -3.7358 -1.9000 5.9442 0.075
C 8.8686 -1.8221 -5.4264 -0.051
C 4.1524 -0.2893 -10.8573 -0.082
C 4.7523 2.5674 -3.9476 0.001
O -0.4342 -1.0113 3.7978 -0.299
H 0.9705 -0.9004 -11.8387 0.120
C 8.2064 -0.6125 -5.5492 -0.019
C -7.7942 0.8773 6.1396 0.004
C 6.5363 1.0528 -4.7741 -0.277
H 1.1394 -2.5556 0.3421 0.107
H -10.4995 7.8571 7.2500 0.106
H -11.6429 0.8045 6.5042 0.119
H -11.7043 5.6980 7.0786 0.119
H 5.6652 -2.4355 -5.5582 0.095
H -0.6585 -4.0765 1.6399 -0.037
H 3.8375 0.1170 -1.1075 0.105
H -1.4676 -5.1622 3.8730 -0.050
C 6.9297 -1.1208 -3.5676 -0.102
C -8.4956 2.0505 6.3929 -0.076
H 3.1809 3.8026 -3.1858 0.108
H 9.6171 -2.1021 -6.1556 0.110
H -6.7190 0.8970 6.0336 0.088
C -2.3170 -0.0080 5.8258 -0.155
C -10.5670 0.8143 6.4003 -0.006
H 2.4583 0.2881 5.6762 0.107
H 5.0217 3.2418 -4.7482 0.121
C -7.7396 3.3272 6.5409 -0.276
H -0.6112 -2.1685 8.3528 0.064
C 5.0911 -0.5181 -9.7207 -0.275
H -2.3155 0.9228 5.2540 0.106
C 4.6115 0.3799 -11.9844 -0.002
O 1.1492 -1.8099 -9.5440 0.107
H 1.7943 0.2784 -13.8568 0.107
H 2.5813 2.2303 -1.3706 0.109
C 7.6090 -2.3260 -3.4395 -0.011
C 4.9870 -2.2222 -6.3733 -0.043
O 0.8540 -0.6407 1.1192 -0.199
C 2.2363 -2.3428 2.1882 -0.066
C 3.6606 -2.6358 -6.3035 -0.047
C 3.7637 0.5847 -13.0589 -0.057
C 4.0874 0.8079 -1.9001 0.000
H 8.4292 0.0610 -6.3657 0.125
C 3.3886 1.9926 -2.0504 -0.050
O 6.8376 1.8202 -5.6611 0.115
H 4.1232 1.1050 -13.9366 0.107
C -9.9187 4.5517 6.8414 -0.083
C 2.4531 0.1217 -13.0131 -0.057
C 2.8333 -0.7447 -10.8070 -0.082
C 3.7248 2.8745 -3.0722 -0.052
H -0.9729 0.1073 0.6068 0.094
C -8.4806 -0.3189 6.0186 -0.049
O 6.2325 -0.1128 -9.7577 0.111
Si -0.8249 -1.1157 5.4308 0.654
H -2.1936 0.2756 6.8815 0.098
C 0.0308 -1.3870 8.7698 -0.128
O 5.5942 -1.5361 -1.6687 0.102
C -9.9474 6.9365 7.1155 -0.060
C 5.1202 0.4945 -2.7733 -0.081
C 1.9878 -0.5387 -11.8896 -0.003
C 4.5770 -1.2698 -8.5395 -0.075
H -6.7708 5.7926 6.8006 0.119
O 1.5533 0.5445 5.8938 0.075
C 5.4500 1.3749 -3.8055 -0.080
P -1.7790 -3.6239 2.3700 0.596
C 1.6734 -1.7701 0.8904 -0.279
C 5.4407 -1.5351 -7.4857 0.007
Si -1.4035 -1.3864 2.5486 0.259
N -2.1251 -4.4136 3.6935 -0.365
H 6.4664 -1.2032 -7.5488 0.107
C -7.8499 5.7876 6.8625 -0.005
C 2.7939 -2.3744 -7.3510 -0.001
C -8.5260 4.5790 6.7560 -0.082
C 7.2366 -0.2567 -4.6209 -0.098
H 3.3050 -3.1653 -5.4293 0.108
C 8.5744 -2.6760 -4.3680 -0.055
H 2.5062 -1.4559 0.2501 0.105
H 0.3784 -1.7416 9.7432 0.071
H -0.7247 -1.5709 0.1488 0.084
H -2.8209 -3.6594 1.4059 -0.037
C -0.5458 -0.8385 0.9502 -0.246
C 1.2254 -1.0925 7.8448 -0.206
H 1.4942 -2.9684 2.6988 0.056
O -11.8778 3.2404 6.8674 0.104
C 2.3049 -1.4491 -9.6025 -0.277
O -4.7127 0.0256 5.5055 0.131
H -3.6359 -1.1428 2.5440 0.069
B 0.8089 -0.4766 6.4645 -0.458
H -10.3945 -1.2911 6.0647 0.106
H 9.0990 -3.6170 -4.2705 0.108
C -9.8880 2.0205 6.5144 -0.085
H 2.4754 -1.5283 2.8725 0.078
H -8.0303 7.9032 7.1224 0.106
H 1.7673 -2.0326 7.6592 0.110
C -9.8640 -0.3523 6.1543 -0.058
C -10.6709 3.2660 6.7527 -0.279
O -2.8492 -0.6102 2.7117 -0.126
C -10.6257 5.7344 7.0187 -0.004
H 7.3671 -2.9813 -2.6145 0.121
H 1.7616 -2.6924 -7.3114 0.120
H -1.1378 -2.5070 5.8072 0.014
C -8.5587 6.9626 7.0416 -0.060
H 5.6331 0.7323 -12.0067 0.120
C 3.2493 -1.6971 -8.4752 -0.082
H -0.5696 -0.4900 8.9407 0.071
C -3.6973 -0.5696 5.7258 -0.519
H -7.9315 -1.2294 5.8174 0.109
```

Properties
F_max   1.215 eV/Å
Electronic energy   -3821.29008 Eh
Net charge   0
Frontier orbital gap   7.221 eV
2S+1   1

***

No. 3
The following is a quantum chemistry calculation of a structure of composition C49H44BrN8O4STeTi in a non-equilibrium geometry, from the OMol25 dataset.

The geometry in XYZ format:
```
109
Properties=species:S:1:pos:R:3:mulliken_spin:R:1
H 1.8489 5.7108 3.8936 0.005
C -4.2271 -4.9787 3.6690 0.000
C 0.9267 4.7337 2.2036 -0.034
C -2.0080 -1.3165 4.3315 0.015
C -2.6635 0.4719 -1.2652 -0.021
H 3.5110 3.8573 4.3418 -0.017
H -0.9730 3.1212 -2.1174 -0.005
H 3.0107 -0.4188 -7.6117 0.000
O 0.7896 1.4538 -0.1010 0.023
H -4.5167 -3.3918 -4.0104 0.004
H 0.5794 -3.8700 -8.3166 0.001
H -1.2940 1.6626 5.8556 0.002
C 6.2002 0.2017 7.4525 -0.106
C 4.5427 1.6425 8.5269 -0.055
O -2.5967 -1.7046 3.1879 0.006
H -1.7916 -4.0146 0.5543 0.003
C 5.7550 0.5716 6.1356 0.133
H -4.7364 0.2774 -1.8383 0.000
C 5.5258 0.6465 8.6452 0.182
N 4.5447 1.4827 3.8667 0.336
C 4.2575 2.1228 7.2844 0.101
C 1.8332 1.6021 0.7350 0.118
C 2.8891 2.7299 2.5632 0.013
H 4.5512 -0.1080 1.7345 0.019
C -4.0493 -0.1649 -1.0398 0.015
C 2.1822 -1.0086 -7.3954 0.001
H 7.0204 -0.5283 7.5706 -0.006
H 6.2562 0.1341 5.2728 0.036
H -1.6271 -3.7995 -7.9047 0.003
H 1.4054 -1.6822 -4.1837 -0.018
C 2.8748 0.6392 0.6863 -0.105
C 3.7219 1.5930 2.7507 -0.026
H -2.3867 -2.1856 -7.3959 -0.009
C -1.6302 -0.1548 6.9471 -0.009
H -3.0665 -2.6196 3.3170 0.000
H 3.4423 -1.6808 -9.6682 0.000
H 2.4718 -3.1795 -9.9252 0.000
H -1.9345 -2.2145 7.6330 0.002
H 1.9351 -2.6217 -2.7461 0.000
C -1.9677 5.1282 -2.0642 0.140
N 0.9553 3.7464 1.3571 0.041
H 1.4265 0.6280 -4.6615 -0.015
C 2.8027 3.8191 3.4777 -0.044
H 1.3107 -1.0864 -2.4421 -0.009
Br 6.3850 0.3294 10.3144 0.006
C 4.6979 1.4489 6.1087 -0.039
C -2.5544 -3.0322 -3.3300 -0.089
H -3.4981 -4.3187 -1.9282 0.001
C -2.1702 -2.0293 5.5614 -0.008
C -0.3217 -3.5270 -1.8544 0.001
C 1.2154 -1.9255 -3.1061 0.024
C -1.3095 0.9402 3.2855 0.073
C 1.1891 -0.4982 -6.5352 -0.021
H 2.3887 1.3364 -6.0581 0.001
C -2.3502 4.4355 0.5782 0.154
S -4.4579 -6.4802 4.1307 0.000
Ti -0.8915 1.9596 0.6044 0.031
C -0.1368 -2.5873 -2.8947 -0.047
C 2.0111 -2.1821 -8.0949 0.010
C -3.8080 -2.6329 -4.0230 0.041
H 0.6115 -3.9150 -1.3652 0.000
N -1.7866 2.1792 3.4291 0.012
H -1.6799 5.4985 -3.0502 0.012
C 2.9709 -2.6030 -9.1761 -0.001
H -2.5576 -3.0713 5.4683 0.000
H -3.0349 4.5719 2.6541 0.024
H -1.8933 -3.3425 -6.1908 -0.023
C -3.0442 5.5231 0.0808 -0.044
N -1.6339 3.6661 -0.2596 0.121
H -3.9427 -1.1999 -1.3087 -0.002
C -0.0022 -1.2081 -6.3801 -0.035
C 1.9458 4.8565 3.2223 0.065
C -2.8823 5.7774 -1.2959 0.118
H 2.9681 -0.0882 -0.1285 -0.002
H 0.1541 5.4893 2.0467 -0.002
N -1.8535 2.8210 2.2395 0.235
H 0.5870 1.4736 -6.0082 -0.003
C 1.8714 2.7557 1.5566 0.011
C 0.7843 -2.8675 -7.9315 -0.006
Te -1.4054 -0.4991 -4.8454 0.818
C -1.6280 -2.9614 -7.1947 0.075
C -1.3313 -2.2429 -3.6100 0.102
C -1.4606 0.5762 5.7513 0.025
C -2.6013 -3.9076 -2.3236 -0.017
O -2.1571 0.3364 -2.4486 0.224
H -4.4192 0.1010 -0.0737 0.006
C -2.4283 3.9851 1.9437 0.017
H -3.5950 6.1400 0.7310 0.000
C -0.2391 -2.3096 -7.2076 -0.070
H 4.0209 2.0340 9.3719 -0.002
H 3.7702 -3.2267 -8.7838 0.001
H -3.6673 -2.4217 -5.0925 -0.002
C 3.7723 0.6310 1.7305 0.129
H -2.3912 -5.6229 -0.1653 0.000
O -0.5652 0.6702 2.2939 0.037
C -1.6109 -4.8471 -0.1644 -0.002
H -4.2051 -1.6807 -3.5511 -0.006
C 1.4436 0.8064 -5.7811 0.044
H -1.4190 0.3160 7.9026 0.000
C -1.5012 -4.2219 -1.5456 0.018
N 4.0659 1.9092 4.9662 0.206
H -3.6529 6.4854 -1.7632 0.010
N -4.0145 -3.8123 3.4658 0.000
H 3.6807 3.0252 7.2116 0.013
C -1.5245 0.0346 4.4505 -0.011
N -1.9205 0.9145 -0.2726 0.028
H -0.6634 -5.3857 0.0537 0.000
C -1.9046 -1.5171 6.8262 0.015
C -1.5212 3.8908 -1.5433 0.006
```

Properties
F_max   5.238 eV/Å
Electronic energy   -6722.23224 Eh
Net charge   -2
Frontier orbital gap (spin up / spin down)   2.632 / 1.901 eV
Energy relative to the best compared isomer or geometry (same formula, charge and spin)   2.618 eV
2S+1   4

***

No. 4
The following is a quantum chemistry calculation of a structure of composition C49H45CdN9OS in a non-equilibrium geometry, from the OMol25 dataset.

The geometry in XYZ format:
```
106
Properties=species:S:1:pos:R:3:lowdin_charge:R:1
H 6.1652 0.5775 4.5934 0.088
C 4.2360 0.6611 3.5906 -0.133
H -3.3200 4.7690 0.3411 0.064
C -1.3159 3.9150 0.8267 -0.170
H -0.1079 1.3118 -4.0443 0.069
O -0.5941 -0.3409 2.4810 -0.024
N -0.9305 0.1879 1.3621 -0.046
C 0.2116 2.0758 2.4229 -0.008
C 6.7743 -1.1358 8.3157 -0.129
C 7.9477 0.3861 7.1059 -0.137
H -4.2078 -0.9632 -2.0572 0.131
H -4.7501 -2.4401 -3.8538 0.108
C -1.4446 -0.4581 -4.0269 -0.209
C 5.3737 -1.3825 4.0949 -0.512
C 4.1978 -2.1205 3.7856 -0.086
C -0.6840 1.5994 1.4681 -0.223
H -5.3884 6.8158 -2.1644 0.127
C -1.9803 -4.0778 -0.5736 -0.218
C -2.2930 -0.4406 -2.8969 -0.314
H 3.1072 -4.2246 -2.4135 0.122
C -5.1504 5.7309 -2.1770 -0.071
C 4.4905 -0.7592 -1.5702 -0.008
H 1.3738 3.7463 2.9830 0.128
C -4.4738 5.2208 -3.2728 -0.027
H 4.2951 1.4652 -1.6594 0.150
H -2.9793 4.1665 -5.1666 0.079
C -3.8773 -1.8289 -4.0050 -0.081
H 0.6990 -0.1465 -3.5616 0.043
N -3.7742 1.7192 -2.0815 0.148
H 0.8867 1.7143 -0.5357 0.049
N 7.4392 0.0082 8.2738 0.061
H 2.2420 -1.8671 3.2290 0.083
C -4.2627 -4.8196 -0.5665 -0.025
H -2.9040 -2.0895 2.5702 0.061
N -1.9303 0.3078 -1.7373 0.018
C 1.3516 -5.4260 -1.9502 -0.002
H -4.1728 5.8305 -4.0970 0.111
C 7.1717 -1.5753 5.9935 -0.552
N 1.6708 -0.6611 -1.3371 0.073
H 1.3020 2.0674 -2.3091 0.125
H -1.0110 -1.3575 -5.9842 0.141
C 0.0509 -5.3852 -1.4804 0.018
C -4.3052 3.0869 -2.1730 -0.189
H 0.2468 0.1148 -5.1747 0.079
H 8.6395 1.2441 7.1046 0.117
H -2.5097 2.6487 -4.3198 0.072
C 1.5180 -3.0827 -1.4640 -0.208
C -2.9525 -4.9775 -1.0122 -0.008
C -3.5115 -1.1136 -2.9075 -0.092
C -4.5959 -3.8562 0.3889 0.016
N 0.2265 -3.0616 -1.0666 0.031
C 1.7147 1.7489 -1.2598 -0.036
C -1.7873 -1.2525 -5.1501 -0.020
C -3.5466 -3.0294 0.8355 -0.310
N -2.3062 -3.0994 0.2845 0.088
C 3.7574 -1.9232 -1.5732 -0.013
H -4.0320 2.7521 -5.2832 0.099
H 6.2675 -2.9843 7.4951 0.108
H 4.3412 1.7334 3.3940 0.109
C -2.2456 4.8981 0.2577 -0.033
C -3.0744 -1.8405 -5.1710 -0.046
H 2.3534 2.5767 -0.9625 0.088
C -2.7057 1.3469 -1.3192 -0.326
H -0.5710 -6.2523 -1.4837 0.109
C -4.0776 3.8668 -3.3058 -0.184
H -2.0239 5.9235 0.5853 0.104
H 6.4945 -1.4635 9.3377 0.120
C -1.4278 2.4835 0.6290 -0.094
H 0.0620 5.3239 1.6423 0.122
C -3.3740 3.3222 -4.5804 -0.021
H 0.7076 1.3342 3.0491 0.108
C 5.3805 0.0125 4.1303 -0.039
H -5.0470 -5.4362 -1.0581 0.135
C -3.7116 -2.0104 1.8854 -0.044
N 3.1662 -0.0139 3.2074 0.039
H 5.6092 -0.8099 -1.5179 0.143
C 0.4923 3.4162 2.4277 -0.031
C -0.5379 -4.1613 -1.0595 -0.170
C 2.3568 -1.8587 -1.3786 -0.190
H -4.0187 1.0657 -2.7928 0.111
C 7.9331 -0.4121 5.9490 -0.099
S 6.7144 -2.4162 4.5214 1.009
H 1.7634 -6.3861 -2.3261 0.141
H -5.6005 -3.8155 0.7569 0.118
N -2.5618 1.9999 -0.1222 0.148
C -5.5327 4.9380 -1.0926 -0.066
C 6.6768 -2.0235 7.2129 -0.062
C 3.1454 -1.3417 3.3733 -0.175
H 4.2270 -2.9329 -1.6400 0.123
H -3.3028 2.6736 0.0960 0.115
C 2.1185 -4.2538 -1.9309 0.013
H -6.1709 5.3190 -0.2952 0.118
H -2.7364 -5.7727 -1.6906 0.108
H 8.3528 -0.0372 4.9936 0.122
H -5.4886 2.8388 -0.4347 0.124
H -4.6270 -2.1440 2.5027 0.103
Cd -0.6171 -1.1273 -0.4353 1.428
H -3.7788 -0.9601 1.5097 0.089
H 4.0184 -3.1989 3.9315 0.117
C 3.7641 0.4620 -1.5745 0.004
H -2.1952 4.9806 -0.8444 0.105
C -0.1099 0.2300 -4.1507 -0.052
H -3.4377 -2.4376 -6.0200 0.113
C 2.4057 0.4775 -1.3528 -0.365
C -5.1166 3.5886 -1.1392 -0.057
C -0.2502 4.3027 1.6466 0.011
```

Properties
F_max   5.832 eV/Å
Electronic energy   -3027.63171 Eh
Net charge   +2
Frontier orbital gap (spin up / spin down)   5.295 / 5.297 eV
Energy relative to the best compared isomer or geometry (same formula, charge and spin)   0.000 eV
2S+1   1